19
Properties=species:S:1:pos:R:3:mulliken_charge:R:1 method="wB97M-V/def2-TZVPD" charge=0 lumo_energy_ev=0.41 energy_ha=-310.91617 largest_force_ha_per_bohr=0.007 orbital_gap_ha=0.3146
C -0.77 1.82 -1.12 -1.539
C 0.20 0.75 -0.66 0.352
O 1.48 1.37 -0.65 -0.541
C -0.14 0.20 0.74 0.693
C -1.43 -0.67 0.75 -1.488
C 0.72 -0.82 1.40 -0.693
C 1.35 -1.80 0.47 -0.883
H -1.78 1.41 -1.26 0.363
H -0.43 2.24 -2.07 0.378
H -0.82 2.63 -0.39 0.361
H 0.19 -0.07 -1.39 0.197
H 2.13 0.72 -0.37 0.318
H -0.29 1.06 1.41 0.310
H -1.47 -1.31 -0.13 0.369
H -2.31 -0.04 0.79 0.409
H -1.45 -1.32 1.64 0.433
H 1.07 -1.82 -0.59 0.274
H 1.32 -2.81 0.89 0.329
H 2.42 -1.52 0.55 0.359